Below is 15 unconnected molecules or ions with the total composition C40H110O35S15, with properties calculated with ωB97M-V/def2-TZVPD.

```
200
C40H110O35S15, DFT ωB97M-V/def2-TZVPD
O 31.11088 4.32719 12.19235
S 30.97052 2.90033 12.32579
O 31.85880 2.04074 11.59353
O 31.09066 2.50134 13.88754
C 30.54324 3.41769 14.82809
C 30.18012 2.66313 16.08289
C 29.24222 2.39079 12.04617
H 29.74066 4.04513 14.42992
H 31.30514 4.16390 15.07881
H 31.03217 2.17054 16.56808
H 29.49318 1.82055 16.00385
H 29.91244 3.34912 16.88978
H 29.25471 1.95207 11.04610
H 28.48163 3.15289 12.17555
H 29.02542 1.50953 12.65045
O 29.43101 8.00038 7.80149
S 28.04200 8.24682 7.49872
O 27.00171 7.33396 7.85413
O 27.63228 9.70562 8.17736
C 28.56409 10.79672 8.00511
C 27.77373 11.89304 7.30574
C 27.82535 8.70017 5.72607
H 29.44717 10.60647 7.38914
H 28.91510 11.08910 8.99202
H 28.43969 12.72244 7.04588
H 27.11589 12.32019 8.06575
H 27.22320 11.62150 6.41074
H 28.30249 7.92287 5.13604
H 28.38479 9.63229 5.71490
H 26.74706 8.81734 5.74727
O 21.24831 4.75576 9.22041
S 20.63270 4.69770 7.90039
O 19.55764 5.60992 7.59599
O 21.77646 4.86612 6.76230
C 22.44719 6.11334 6.55793
C 23.18148 6.64300 7.75460
C 20.13954 3.03050 7.33643
H 21.70386 6.80018 6.14113
H 23.12751 5.90911 5.72814
H 22.51598 7.03775 8.52394
H 23.79160 7.50064 7.44810
H 23.91125 6.01344 8.26456
H 19.27066 2.76018 7.93585
H 20.93230 2.32206 7.55909
H 19.89928 3.16573 6.28746
O 24.69877 -3.26188 12.88101
S 24.81490 -1.87968 13.30266
O 25.24380 -1.58320 14.64840
O 25.80913 -1.17201 12.25854
C 26.27022 0.17098 12.57407
C 26.25790 0.95263 11.28864
C 23.35148 -0.95404 12.98937
H 27.25129 0.11687 13.04631
H 25.61059 0.59154 13.33420
H 26.89486 1.83561 11.22676
H 25.22143 1.25338 11.10947
H 26.56421 0.36339 10.42273
H 22.89252 -1.30343 12.06674
H 23.57708 0.10369 12.87998
H 22.61000 -1.08184 13.77526
O 21.60715 -0.05415 10.52483
S 20.18325 -0.16742 10.32494
O 19.32588 1.01467 10.27301
O 20.06881 -0.82948 8.82638
C 18.79634 -1.20848 8.31768
C 18.76402 -1.17988 6.79248
C 19.49284 -1.43985 11.38791
H 18.07026 -0.46830 8.66924
H 18.51346 -2.19991 8.67981
H 19.06424 -0.21275 6.39268
H 17.74734 -1.41282 6.47536
H 19.40360 -1.94960 6.36105
H 19.29030 -0.88808 12.30486
H 20.33141 -2.11592 11.54021
H 18.65220 -1.87856 10.86269
O 27.06978 6.36329 3.00553
S 25.72562 6.53819 3.49943
O 25.43381 6.64049 4.89218
O 25.04519 7.85903 2.77669
C 25.15669 8.04046 1.37700
C 26.38679 8.82823 0.98564
C 24.67990 5.26350 2.77704
H 24.26778 8.54645 1.00205
H 25.27616 7.08369 0.85938
H 26.31856 9.89957 1.22426
H 26.46122 8.95932 -0.09638
H 27.26590 8.49399 1.53233
H 25.15618 4.29992 2.92840
H 24.51170 5.43092 1.71844
H 23.74979 5.28699 3.34308
O 27.10643 3.83741 9.60906
S 26.77708 3.04490 8.44265
O 27.51502 1.85520 8.10254
O 25.18948 2.64781 8.57611
C 24.69610 1.53569 7.80664
C 23.26813 1.26890 8.19594
C 26.67595 4.21428 7.07892
H 25.33872 0.66467 7.95376
H 24.76218 1.84209 6.75752
H 23.14262 0.67770 9.09990
H 22.72571 0.85134 7.34715
H 22.78356 2.23273 8.39279
H 26.20971 5.16682 7.32120
H 26.12149 3.78739 6.24003
H 27.67653 4.42521 6.69631
O 21.57370 3.16494 4.17737
S 22.76259 2.34186 4.16165
O 23.97953 2.70212 4.81961
O 22.27268 0.94411 4.78107
C 23.19408 -0.19939 4.77502
C 22.47016 -1.23575 5.58852
C 23.17261 1.93016 2.42786
H 24.14169 0.08236 5.23250
H 23.36164 -0.46949 3.73470
H 22.34129 -1.09019 6.65981
H 22.89496 -2.23778 5.49475
H 21.46009 -1.34752 5.18532
H 24.10401 1.36187 2.42772
H 23.33007 2.90968 1.98712
H 22.42513 1.25190 2.02500
O 31.39192 4.45143 3.49547
S 31.21064 5.32612 4.62625
O 30.07219 6.20894 4.70995
O 31.29141 4.36186 5.92714
C 30.89618 4.93737 7.17108
C 30.50038 3.84329 8.14911
C 32.69143 6.32960 4.93297
H 30.07185 5.63717 7.00707
H 31.68052 5.59728 7.55703
H 30.06194 4.13336 9.10781
H 31.36357 3.27736 8.50445
H 29.73511 3.19964 7.71365
H 33.32018 5.70944 5.56406
H 32.33819 7.23878 5.41073
H 33.17237 6.55983 3.98611
O 22.67270 2.12003 14.12833
S 21.39006 2.25695 13.50592
O 20.60912 1.06038 13.34086
O 20.54434 3.29118 14.37892
C 19.10648 3.13914 14.46448
C 18.44525 4.25790 15.23214
C 21.36630 3.20676 11.94930
H 18.98959 2.16337 14.94280
H 18.77821 3.02873 13.42628
H 18.90926 5.21162 14.95938
H 18.62529 4.24231 16.30637
H 17.39138 4.33481 14.97891
H 20.37374 3.30642 11.52200
H 22.04225 2.72335 11.24430
H 21.80598 4.17576 12.18626
C 28.95966 8.70886 11.19994
S 27.99607 7.70407 12.37861
O 26.74208 8.37045 12.85377
C 27.54613 6.31140 11.29999
H 29.72638 9.21656 11.78186
H 28.27533 9.47039 10.81935
H 29.41031 8.15435 10.37984
H 27.38641 6.65757 10.27647
H 26.62268 5.81775 11.59991
H 28.35120 5.57694 11.29266
C 26.16528 -2.96481 9.71814
S 24.90164 -2.70826 8.43545
O 25.31202 -1.57777 7.53019
C 23.58735 -2.02572 9.49088
H 26.57202 -2.04158 10.13373
H 27.07030 -3.42873 9.31595
H 25.79893 -3.62015 10.50796
H 23.91847 -1.05760 9.86239
H 23.22836 -2.72875 10.24000
H 22.75548 -1.80394 8.82065
C 27.94897 2.78692 2.35087
S 26.95966 2.26885 3.81202
O 26.09620 1.07468 3.46337
C 28.33035 1.53861 4.75240
H 28.41910 1.91071 1.90634
H 28.70799 3.48781 2.70128
H 27.30703 3.27961 1.62369
H 27.98938 0.74195 5.40797
H 28.82235 2.36975 5.25732
H 29.00816 1.05670 4.04604
C 31.08128 -2.04398 8.93181
S 29.41916 -2.37234 9.57512
O 29.43890 -2.06126 11.03195
C 28.67228 -0.92872 8.82586
H 31.17202 -1.91447 7.84951
H 31.68624 -2.91181 9.19246
H 31.51146 -1.11498 9.31112
H 27.77797 -0.62119 9.35895
H 28.39908 -1.08101 7.78003
H 29.42294 -0.14007 8.86835
C 22.65889 6.61302 11.57395
S 23.83558 5.45369 12.32090
O 23.08249 4.61210 13.31911
C 24.12242 4.47130 10.82900
H 22.49417 7.48338 12.20332
H 21.73296 6.12292 11.27984
H 23.22983 6.93763 10.69926
H 24.26566 3.43333 11.13463
H 25.02937 4.85330 10.36658
H 23.30230 4.38458 10.11239
```

Calculated values
Total charge = 0
HOMO-LUMO gap = 8.16 eV